(1)
Computed, not measured: a molecular structure, C49H55N7O5Ta in a non-equilibrium geometry, with wB97M-V/def2-TZVPD.

```
117
Properties=species:S:1:pos:R:3:forces:R:3:mulliken_charge:R:1
Ta -0.25412 -0.45708 0.41975 -0.72 0.84 0.94 1.41
N -0.24357 1.71607 1.28724 -0.07 0.02 -0.69 0.03
C -0.36291 3.08614 0.75569 0.11 -0.06 0.16 0.07
C 0.04282 4.09646 1.62415 0.05 0.06 0.11 -0.67
C -0.04818 5.42560 1.26142 -0.01 0.05 -0.03 -0.91
C -0.56236 5.75206 0.00995 0.01 -0.01 0.03 -0.96
C -0.96986 4.74200 -0.84086 0.02 0.00 -0.07 -0.34
C -0.86662 3.38475 -0.49674 -0.08 -0.11 -0.21 -0.74
C -1.47144 2.42195 -1.48892 0.08 0.04 0.12 1.12
C -2.86772 2.30741 -1.40362 0.09 0.09 0.09 -0.39
C -3.62529 1.76711 -2.42404 0.03 -0.08 -0.07 -1.16
C -2.98333 1.34334 -3.58171 -0.11 -0.03 0.02 -0.96
C -1.60368 1.39100 -3.65593 0.08 -0.03 -0.05 -0.31
C -0.80820 1.89335 -2.62022 0.19 -0.09 0.08 0.18
H 0.67471 1.68070 1.73929 0.10 0.02 0.12 0.03
H -0.91469 1.63009 2.04937 -0.13 -0.10 0.11 0.52
H 0.41465 3.82978 2.61067 -0.05 0.02 -0.10 0.73
H 0.25794 6.20119 1.95382 -0.02 -0.06 -0.07 0.47
H -0.66066 6.78926 -0.29148 0.01 -0.11 0.03 0.49
H -1.38905 4.99550 -1.81080 0.01 -0.02 0.10 0.56
H -3.36487 2.73404 -0.53775 0.05 -0.03 -0.05 0.61
H -4.70616 1.73718 -2.34432 0.07 0.03 -0.02 0.50
H -3.55861 1.02443 -4.44334 0.03 -0.05 0.05 0.55
H -1.12150 1.11850 -4.58539 -0.02 -0.05 0.04 0.60
C 2.76157 -4.36722 2.68958 0.01 0.05 0.19 -0.57
O 2.31942 -4.03396 4.01896 -0.11 -0.19 -0.35 -0.45
C 3.12730 -3.23289 4.76846 0.00 -0.10 0.02 0.27
C 3.55211 -3.70121 6.00443 0.10 -0.06 0.16 -0.72
C 4.35694 -2.91421 6.81168 0.01 0.00 0.00 -0.57
C 4.74589 -1.64352 6.39162 -0.01 -0.04 0.05 -0.77
C 4.29331 -1.16117 5.17824 0.02 0.11 -0.01 -0.92
C 3.47172 -1.94525 4.37290 0.04 0.23 -0.05 0.89
N 3.02926 -1.40405 3.11694 0.24 0.04 0.14 0.59
C 1.76670 -1.19468 2.74350 0.37 0.24 -0.66 0.24
N 0.80216 -1.62531 3.52798 -0.63 -0.12 0.03 0.34
C -0.59304 -1.52710 3.36664 0.01 0.07 -0.09 -0.08
C -1.27102 -1.10499 2.22339 0.58 0.06 -0.65 -0.34
C -2.68176 -1.01887 2.26762 0.18 -0.02 0.25 -0.40
C -3.36624 -1.37121 3.41343 -0.06 0.01 0.06 -1.51
C -2.68380 -1.82805 4.53716 -0.25 0.01 -0.02 -0.35
C -1.30686 -1.90352 4.51789 0.02 -0.03 0.27 1.14
O -0.54244 -2.30474 5.55070 -0.10 -0.18 0.21 -0.43
C -1.20105 -2.84602 6.71470 0.04 0.10 -0.19 -1.01
N 1.50244 -0.56976 1.56940 -0.53 -0.12 0.66 0.59
C 2.62947 -0.19418 0.75365 -0.43 0.08 -0.14 -1.54
C 3.18371 -1.12608 -0.12677 0.02 -0.12 -0.01 0.04
C 4.36207 -0.83847 -0.79473 -0.04 0.01 -0.05 -1.15
C 4.97315 0.39195 -0.59128 0.02 0.16 0.01 -0.97
C 4.41720 1.34829 0.25519 0.10 -0.15 -0.19 -0.28
C 3.24041 1.06364 0.93841 0.16 -0.05 -0.04 1.20
O 2.67698 1.89380 1.84345 -0.01 0.20 0.11 -0.19
C 3.40159 3.10066 2.17324 -0.05 -0.14 -0.02 -1.32
H 2.52095 -5.41270 2.52270 -0.02 -0.04 0.04 0.38
H 3.83843 -4.22469 2.59288 0.00 0.00 0.02 0.31
H 2.23955 -3.76341 1.94492 -0.04 0.03 -0.02 0.06
H 3.26043 -4.70444 6.29780 0.03 0.12 -0.02 0.50
H 4.69785 -3.29874 7.76639 -0.03 0.04 -0.09 0.44
H 5.38906 -1.03130 7.01288 -0.06 -0.07 -0.06 0.43
H 4.56865 -0.16465 4.84449 -0.03 -0.08 0.03 0.51
H 3.73438 -0.98383 2.53308 0.10 -0.04 -0.06 0.14
H 1.08310 -2.11789 4.36834 -0.03 0.00 0.09 0.30
H -3.23873 -0.66401 1.41705 -0.03 0.02 0.06 0.79
H -4.44827 -1.29363 3.44343 0.12 -0.01 -0.01 0.50
H -3.23154 -2.10737 5.42791 0.02 0.03 -0.09 0.53
H -0.41457 -3.22305 7.35438 0.10 0.00 0.03 0.27
H -1.86558 -3.66041 6.42974 0.01 -0.03 -0.02 0.44
H -1.75631 -2.06682 7.23392 -0.01 0.04 0.00 0.36
H 2.70244 -2.09600 -0.23004 0.01 0.07 -0.01 0.52
H 4.81436 -1.57748 -1.44486 -0.01 0.04 0.05 0.55
H 5.91059 0.61825 -1.08990 -0.10 -0.01 0.05 0.49
H 4.92251 2.29385 0.39574 -0.02 -0.07 -0.03 0.61
H 2.85671 3.57201 2.98242 -0.06 -0.03 0.03 0.31
H 3.44159 3.77340 1.31750 -0.02 -0.01 -0.04 0.38
H 4.40868 2.85526 2.51087 -0.03 -0.01 0.00 0.54
O 0.15273 -1.94401 -0.38896 0.46 -1.70 -1.00 -0.23
O 0.51272 -3.06992 -1.05078 -0.04 0.79 0.20 -0.65
N -2.22229 -0.77096 -0.62238 1.03 0.54 0.44 -0.52
C -3.04950 -1.51725 -0.95527 -1.15 -0.68 -0.58 0.47
N -3.99699 -2.33396 -1.29356 0.51 0.31 0.35 0.10
C -5.01345 -2.02935 -2.34300 0.10 -0.11 0.22 -0.33
C -5.06775 -3.18013 -3.33173 0.11 -0.11 0.00 -0.65
C -5.30682 -4.51160 -2.61403 -0.03 0.09 0.07 -0.73
C -4.22251 -4.77064 -1.56581 0.01 0.04 -0.11 -0.64
C -4.15816 -3.63549 -0.56202 0.04 0.18 -0.19 -0.61
H -4.75315 -1.08585 -2.80842 0.10 0.13 -0.07 0.14
H -5.97308 -1.90925 -1.83764 -0.02 0.01 0.05 0.34
H -4.12033 -3.22518 -3.88058 -0.06 0.02 -0.01 0.26
H -5.85798 -2.97310 -4.05554 0.01 -0.04 0.03 0.38
H -5.33285 -5.32630 -3.33531 0.00 0.00 -0.01 0.34
H -6.28820 -4.48838 -2.12716 0.03 -0.03 -0.03 0.33
H -3.24771 -4.87214 -2.05215 -0.01 -0.02 0.02 0.26
H -4.41193 -5.69724 -1.02219 -0.02 0.01 -0.03 0.38
H -3.33096 -3.74026 0.13532 0.08 0.03 0.01 0.37
H -5.08502 -3.56325 0.00834 -0.05 0.04 0.02 0.34
C 0.45567 -0.70105 -5.82292 0.16 -0.10 0.20 -0.95
N 1.37552 -1.13601 -4.72112 -0.31 -0.19 0.06 0.25
C 1.53421 -2.63285 -4.69666 -0.21 0.30 0.00 -0.80
C 0.96734 -0.58044 -3.35861 0.09 0.09 -0.36 -0.13
C 1.47596 0.83442 -3.19478 -0.04 0.06 0.06 0.83
C 2.84755 1.00932 -3.40413 0.02 -0.03 0.01 -0.49
C 3.44988 2.25082 -3.34003 0.10 -0.02 0.02 -1.19
C 2.67572 3.35301 -3.01595 0.04 0.05 0.01 -1.09
C 1.32763 3.19127 -2.75423 -0.13 -0.07 -0.06 -0.27
C 0.68618 1.94787 -2.84016 -0.08 0.14 0.09 0.58
H 0.80132 -1.13356 -6.75695 0.01 -0.01 -0.03 0.47
H 0.47718 0.38283 -5.88791 -0.01 0.03 0.00 0.37
H -0.54291 -1.06048 -5.58920 -0.02 0.00 -0.03 0.36
H 2.28405 -0.72948 -4.93465 0.14 0.01 0.02 0.56
H 0.55637 -3.07090 -4.50432 0.06 -0.01 0.02 0.38
H 2.22057 -2.89985 -3.89896 0.01 -0.02 0.01 0.30
H 1.91324 -2.95557 -5.66292 -0.01 -0.01 0.01 0.42
H 1.40303 -1.25824 -2.63159 0.10 -0.12 0.19 -0.59
H -0.11144 -0.66291 -3.29264 -0.14 -0.06 0.00 0.11
H 3.47719 0.14385 -3.60962 -0.05 0.07 0.04 0.39
H 4.51037 2.35620 -3.53876 -0.08 -0.01 0.02 0.50
H 3.11737 4.34198 -2.97917 -0.04 -0.06 0.00 0.51
H 0.73875 4.06520 -2.52692 -0.03 0.02 0.02 0.59
```
Forces are in eV/Å.

The frontier orbital gap is 6.38 eV. The charge is +3.

=====

(2)
Computed, not measured: a molecular structure, C49H56Cl3Ge2I2O6PrS5 in a non-equilibrium geometry, with wB97M-V/def2-TZVPD.

```
124
Properties=species:S:1:pos:R:3:forces:R:3:mulliken_charge:R:1
Pr -2.13633 -0.97962 2.03617 0.11 -0.31 -0.35 1.20
O -1.70592 -0.69888 6.08139 -0.09 1.32 -0.05 -0.70
S -2.02564 -1.67699 5.07100 -1.75 -0.23 -0.54 0.85
O -2.41673 -2.91124 5.67625 -0.09 -1.40 0.21 -0.79
O -3.20209 -1.22309 4.12521 0.73 0.32 0.79 -0.68
O -0.93920 -1.81351 4.06449 0.62 0.11 -1.06 -0.40
C -1.99481 5.45704 -4.07959 -0.12 1.78 -0.21 -1.39
C -1.10042 5.04122 -2.95479 0.28 -1.38 -0.42 0.89
C 0.12103 4.52761 -3.36759 1.09 0.22 0.51 -0.95
C 1.17142 4.21010 -2.47944 -2.36 0.40 -0.06 1.04
C 2.49071 3.83004 -3.05012 -0.32 0.14 1.07 -2.07
C 0.83240 4.26143 -1.11489 0.18 0.32 -0.83 -0.79
C -0.44218 4.70893 -0.68589 1.01 -0.85 0.14 1.44
C -0.75800 4.96638 0.74746 -0.79 0.67 1.14 -1.19
C -1.43174 4.95032 -1.60595 -0.55 1.34 -0.71 -0.86
C 1.85652 3.92305 -0.12064 1.01 -0.89 0.22 0.32
C 3.02244 4.71314 -0.05324 -1.05 0.03 0.55 -0.32
C 3.77964 4.63479 1.09693 -0.08 -0.78 -0.10 -1.71
C 3.57332 3.58072 1.97673 0.21 0.99 1.20 -0.54
C 2.53699 2.67899 1.86846 -0.86 -0.82 -0.59 0.50
C 1.68242 2.79711 0.73297 0.81 0.33 -0.03 0.28
Ge 0.46983 1.33631 0.10824 -0.99 0.26 0.92 0.47
S -1.55491 1.80541 0.70199 -0.50 -0.91 -0.53 -0.52
S 0.57213 0.72237 -2.02501 0.60 -0.01 0.00 -0.06
Ge 0.05079 -1.32633 -1.13550 -0.76 -0.14 0.13 0.41
S -2.07966 -1.46556 -1.16238 0.14 0.14 0.52 -0.38
S 0.85262 -0.76066 1.00274 0.08 -0.05 -0.73 -0.16
C 0.97074 -2.87535 -2.00547 0.81 -0.30 -0.31 -0.29
C 1.47638 -3.97082 -1.26234 0.89 -0.21 -1.26 0.36
C 2.39303 -4.86258 -1.90516 -0.39 0.29 0.04 -0.45
C 2.65061 -4.73223 -3.28258 1.09 -0.63 1.92 -1.35
C 2.17895 -3.66715 -3.97979 -0.78 -0.15 -0.86 -0.41
C 1.28816 -2.80158 -3.39097 -0.75 0.41 1.56 0.73
C 0.60512 -1.84544 -4.27029 -0.69 0.13 -0.81 -0.33
C 1.34998 -0.84355 -4.84984 0.62 0.92 -0.72 0.97
C 2.74751 -0.53121 -4.44006 1.44 -0.55 1.84 -1.20
C 0.81547 0.04077 -5.79521 -0.39 0.00 0.41 -1.20
C -0.51015 -0.09678 -6.18511 0.76 -1.11 0.67 0.93
C -1.02850 0.77519 -7.24254 -1.30 1.49 -1.25 -1.41
C -1.25244 -1.18585 -5.65644 1.22 1.10 -0.01 -1.37
C -0.73579 -2.03976 -4.70738 0.38 0.03 0.35 1.09
C -1.60322 -3.14346 -4.17494 0.10 -1.25 -0.41 -1.29
C 0.98505 -4.33143 0.08048 0.84 0.14 1.49 0.76
C 1.86372 -4.29968 1.23416 -1.01 -0.47 -2.02 0.76
C 3.25975 -3.83344 0.99832 -0.16 1.86 -0.39 -1.68
C 1.35862 -4.74473 2.43024 0.13 0.79 0.82 -0.89
C 0.02295 -5.09775 2.58099 -0.24 -0.66 -0.96 1.38
C -0.49198 -5.30301 3.96648 0.67 0.48 0.42 -1.37
C -0.72039 -5.32401 1.41365 -0.12 -0.46 1.29 -1.20
C -0.29625 -4.87273 0.18162 0.31 -0.25 0.13 0.76
C -1.22409 -5.04091 -0.98654 -0.19 0.11 0.41 -1.44
C 2.25494 1.71373 2.99940 0.76 -1.09 0.42 1.10
C 3.25328 0.78708 3.45262 -0.39 1.30 -0.39 1.37
C 4.54719 0.73161 2.67394 -0.02 0.71 0.04 -1.63
C 3.03081 -0.01076 4.58381 0.21 0.28 -1.62 -1.71
C 1.75986 -0.10407 5.08601 -0.51 0.73 0.39 1.11
C 1.38215 -1.19461 6.00970 1.18 -0.33 1.19 -1.18
C 0.78509 0.83552 4.69321 1.03 -0.51 0.31 -1.14
C 1.02720 1.76716 3.70993 0.10 0.76 -0.43 0.45
C 0.02879 2.86810 3.39697 -0.29 -0.03 -0.56 -0.65
H -2.64800 4.64903 -4.35808 -0.74 -0.13 -0.03 0.29
H -1.37741 5.67821 -4.98483 -0.43 -0.11 0.71 0.37
H -2.54076 6.42709 -3.83087 0.31 -1.40 -0.34 0.34
H 0.25911 4.36267 -4.43282 0.25 0.29 -0.03 0.23
H 2.30703 3.03958 -3.72088 0.07 -1.24 -0.89 0.31
H 3.15439 3.51337 -2.25941 0.39 -0.17 -0.10 0.36
H 2.90474 4.64180 -3.61452 0.41 0.57 -0.20 0.40
H 0.12267 4.96315 1.44400 -0.93 -0.33 -0.77 0.04
H -1.56633 4.23564 1.06405 1.17 0.87 -0.03 0.04
H -1.18754 6.00555 0.80474 0.28 -0.82 0.04 0.58
H -2.44006 5.21856 -1.25045 0.53 0.01 -0.20 0.34
H 3.26608 5.40619 -0.85400 -0.37 0.31 0.30 0.43
H 4.43311 5.42821 1.39030 0.85 0.14 -0.24 0.33
H 4.19702 3.54212 2.87256 -0.27 0.12 -0.10 0.56
H 2.95040 -5.62233 -1.29910 -0.98 0.51 -0.67 0.30
H 3.30848 -5.43799 -3.75711 0.27 -0.21 -0.12 0.40
H 2.40609 -3.54313 -5.03367 -0.07 -0.07 0.00 0.48
H 3.43958 -1.40218 -4.17537 -1.23 0.96 -0.33 0.26
H 2.64852 0.08605 -3.49680 0.42 -0.51 -0.90 0.05
H 3.28325 0.03809 -5.19197 -0.09 0.26 -0.14 0.53
H 1.45443 0.87750 -6.15385 -0.62 -0.70 0.09 0.13
H -0.22399 1.14738 -7.94314 -0.90 -0.46 0.72 0.34
H -1.61678 1.67498 -6.88790 0.84 -0.76 -0.03 0.21
H -1.79615 0.20940 -7.79146 0.35 0.18 -0.32 0.39
H -2.24651 -1.39338 -5.95476 -0.94 0.15 -0.53 0.47
H -2.46587 -3.42661 -4.84661 0.80 0.66 0.68 0.49
H -1.93721 -2.92756 -3.15708 -0.28 0.21 -0.19 -0.12
H -1.00259 -4.06339 -4.06581 -0.12 0.20 -0.09 0.20
H 3.84998 -4.50849 0.41412 0.29 -0.53 -0.48 0.32
H 3.82189 -3.63378 1.89374 0.03 0.05 0.64 0.45
H 3.21469 -2.85275 0.42735 0.17 -1.04 0.58 0.21
H 1.94488 -4.74227 3.35995 0.08 0.27 -0.53 0.17
H 0.35567 -5.04645 4.64630 -0.79 -0.42 -0.15 0.29
H -0.78237 -6.33082 4.07392 -0.21 -0.66 0.42 0.41
H -1.33433 -4.66618 4.25992 0.12 0.01 -0.34 0.14
H -1.69635 -5.82587 1.44549 0.54 0.39 0.29 0.55
H -2.24551 -5.36050 -0.64470 1.19 -0.07 -0.48 0.31
H -0.70147 -5.69622 -1.67989 -0.46 -0.34 -0.42 0.47
H -1.36627 -4.07383 -1.45646 -0.12 0.08 -0.16 -0.01
H 4.99470 1.75118 2.59771 -0.05 -1.10 -0.04 0.28
H 4.35084 0.36016 1.67521 -0.20 0.21 -0.46 0.26
H 5.26001 0.02162 3.05631 0.33 -0.15 0.64 0.45
H 3.83042 -0.63430 4.95562 0.04 -0.27 -0.04 0.36
H 0.75773 -1.84691 5.44635 -0.53 -0.75 -0.13 -0.19
H 0.86744 -0.86436 6.88637 -0.90 0.44 0.29 0.40
H 2.22194 -1.75509 6.46803 0.05 0.19 -0.79 0.42
H -0.11415 0.85398 5.26626 -0.72 -0.08 0.03 0.59
H -0.74410 3.05201 4.22572 1.28 -0.29 -1.24 0.34
H -0.49274 2.59476 2.40281 0.39 0.55 1.85 -0.59
H 0.63633 3.76332 3.14443 -0.62 -0.15 0.55 0.36
O -4.75138 -0.71784 2.11920 -0.43 -0.09 0.10 -0.13
H -4.96860 -1.20861 2.94487 0.33 0.28 -0.67 0.27
H -5.40656 -0.92832 1.43259 0.41 -0.11 0.42 0.01
O -2.59016 1.29032 3.40396 -0.10 -0.66 0.84 -0.06
H -2.89382 0.89759 4.25015 0.01 0.12 -0.44 0.20
H -3.12518 2.06380 3.21975 -0.01 0.09 -0.18 0.07
Cl -2.87167 -3.65699 1.29255 -1.12 1.41 0.74 -0.56
I -7.28576 -3.30416 0.35467 -0.09 0.65 -0.19 0.02
I -8.18294 -0.87558 -0.46160 0.21 -0.63 0.21 -0.08
Cl -8.24909 2.94343 3.48684 -0.51 -0.80 0.54 -0.13
C -7.53552 4.23658 2.63207 2.51 0.41 -0.18 -0.30
Cl -5.75258 3.76995 2.09106 -1.92 0.57 0.38 -0.10
H -7.39526 5.09902 3.29730 -0.11 -0.35 -0.45 0.26
H -8.10353 4.44830 1.74504 0.08 0.14 -0.32 0.28
```
Forces are in eV/Å.

The frontier orbital gap (alpha / beta) is 3.71 / 3.71 eV. Its multiplicity is 3. The charge is -2.

=====

One value per record, in order, for relative energy (zero: lowest compared OMol25 entry of this formula, charge and spin): 0.379; 1.818 eV.